[1]
Below is one molecule with the formula C5H8O, with properties calculated with ωB97M-V/def2-TZVPD.

Values from the calculation:
HOMO energy   -9.4 eV

Structure (XYZ):
```
14
Properties=species:S:1:pos:R:3:nbo_charge:R:1
O -0.62743 2.13931 -1.08665 -0.53
C -0.30867 1.25540 -0.32779 0.61
C -1.24103 0.23397 0.29898 -0.52
C -0.58014 -1.05268 -0.20345 -0.39
C 0.92848 -0.78606 0.02030 -0.40
C 1.10424 0.79849 0.01064 -0.53
H -1.13282 0.29387 1.39104 0.22
H -2.27854 0.40046 0.01438 0.23
H -0.85592 -1.96733 0.32914 0.21
H -0.83389 -1.20265 -1.26203 0.21
H 1.51209 -1.42724 -0.65409 0.22
H 1.16093 -1.12686 1.03375 0.20
H 1.32019 1.10134 1.04512 0.23
H 1.83251 1.33999 -0.60933 0.24
```

---

[2]
Below is a 4-piece molecular cluster, C2H12O3S overall in a non-equilibrium geometry, with properties calculated with ωB97M-V/def2-TZVPD.

Values from the calculation:
HOMO energy   -8.6 eV

Structure (XYZ):
```
18
Properties=species:S:1:pos:R:3:nbo_charge:R:1
C 1.23944 2.83895 0.25557 -0.76
S -0.45718 3.26171 -0.20443 0.18
C -0.92171 4.12786 1.35673 -0.73
H 1.68200 3.45931 1.02585 0.23
H 1.87623 3.12508 -0.58421 0.23
H 1.40545 1.74153 0.27661 0.21
H 0.03059 4.41565 1.80877 0.22
H -1.66009 4.93612 1.23691 0.23
H -1.55807 3.53444 1.99791 0.21
O -1.58969 -5.62487 -1.82408 -0.98
H -2.54301 -5.58400 -1.79388 0.47
H -1.21559 -4.73799 -1.74999 0.49
O 0.62223 -1.64952 0.77305 -0.97
H 1.10597 -2.18202 1.38891 0.48
H 0.56178 -0.70382 0.99508 0.49
O 0.20961 -3.47950 -1.80309 -0.96
H 0.33085 -3.52548 -0.84806 0.49
H 0.88119 -3.95346 -2.30764 0.49
```

---

[3]
Below is C25H18NO3PTi as an isolated structure, with properties calculated with ωB97M-V/def2-TZVPD.

Values from the calculation:
Charge   +1
HOMO energy (spin up / spin down)   -11.5 / -11.6 eV
Spin multiplicity   2

Structure (XYZ):
```
49
Properties=species:S:1:pos:R:3:nbo_charge:R:1
Ti -1.10227 0.42870 0.31154 1.42
O -0.68085 1.10160 -1.48458 -0.55
C -0.93191 2.09142 -0.76139 0.24
C -0.48750 3.47032 -0.82611 -0.12
C -0.48600 4.36768 -1.87785 -0.17
C -0.02879 5.65871 -1.63804 -0.18
C 0.42684 6.00967 -0.37614 -0.16
C 0.44287 5.09259 0.67521 -0.20
C -0.04987 3.81505 0.46937 -0.29
P 0.14113 2.42492 1.69965 0.87
C -1.55380 1.91613 2.21589 -0.35
C -1.67770 0.87170 3.15389 -0.22
C -2.92484 0.41856 3.54404 -0.20
C -4.07511 0.98243 2.99520 -0.17
C -3.97712 2.00522 2.06697 -0.22
C -2.72159 2.46330 1.67761 -0.21
C 0.75208 3.29518 3.16374 -0.28
C -0.08558 3.72979 4.18741 -0.23
C 0.44231 4.41603 5.27180 -0.19
C 1.80445 4.67148 5.33664 -0.18
C 2.64587 4.23718 4.32054 -0.20
C 2.12331 3.54193 3.24161 -0.22
H -0.84197 4.07199 -2.85555 0.24
H -0.02322 6.39039 -2.43387 0.23
H 0.78031 7.01703 -0.19901 0.23
H 0.82600 5.38772 1.64245 0.24
H -0.78334 0.43964 3.58893 0.25
H -2.99711 -0.37268 4.27822 0.24
H -5.04835 0.62667 3.30785 0.23
H -4.86918 2.46120 1.65871 0.23
H -2.63518 3.30678 1.00313 0.24
H -1.15090 3.54577 4.14216 0.22
H -0.21021 4.75226 6.06626 0.23
H 2.21374 5.20495 6.18415 0.23
H 3.70875 4.42953 4.37523 0.23
H 2.79026 3.18940 2.46299 0.23
O -0.82862 -3.16568 1.95054 -0.53
C -1.11784 -2.14002 1.40564 0.75
O -0.32249 -1.08974 1.24425 -0.77
C -2.52091 -1.96074 0.82321 0.11
C -3.45686 -2.96831 0.93442 -0.19
C -4.70496 -2.77621 0.36128 -0.12
C -4.98027 -1.59151 -0.30361 -0.23
C -3.99571 -0.62341 -0.36266 0.07
N -2.79346 -0.80643 0.19049 -0.54
H -3.18231 -3.87462 1.45466 0.27
H -5.45776 -3.55064 0.42878 0.24
H -5.93811 -1.41406 -0.77018 0.25
H -4.16089 0.32470 -0.85878 0.22
```

---

[4]
Below is an isolated ion of composition C4H7NO3 and charge +1 in a non-equilibrium geometry, with properties calculated with ωB97M-V/def2-TZVPD.

Values from the calculation:
Charge   +1
HOMO energy (spin up / spin down)   -15.0 / -15.0 eV
Spin multiplicity   2

Structure (XYZ):
```
15
Properties=species:S:1:pos:R:3:nbo_charge:R:1
C -0.39510 2.01323 -0.03179 0.49
N -0.86519 0.90411 0.69008 -0.45
C 1.37910 -0.31257 0.63518 -0.63
C -0.15487 -0.38389 0.44546 -0.19
C -0.58386 -0.93756 -0.80946 0.74
O 0.06192 -2.10662 -1.01407 -0.68
O -1.46498 -0.75758 -1.59214 -0.54
O 0.59339 2.07935 -0.69656 -0.13
H -0.97424 2.96864 0.17338 0.28
H -1.93109 0.77550 0.72032 0.47
H 1.64861 0.81410 0.88122 0.24
H 1.96537 -0.47683 -0.29246 0.27
H 1.57611 -0.92833 1.59385 0.29
H -0.58705 -1.15108 1.18654 0.31
H -0.26810 -2.50045 -1.88954 0.53
```

---

[5]
Below is a 2-piece molecular cluster, C23H17N3O overall in a non-equilibrium geometry, with properties calculated with ωB97M-V/def2-TZVPD.

Values from the calculation:
HOMO energy   -7.5 eV

Structure (XYZ):
```
44
Properties=species:S:1:pos:R:3:nbo_charge:R:1
C -1.35891 1.34080 1.12463 0.04
C -1.31373 0.66698 2.31105 -0.34
C -2.42215 -0.08705 2.77474 0.30
N -3.33455 -0.69712 3.18196 -0.31
C -0.28447 0.86660 3.27994 0.27
N 0.52943 1.03093 4.10751 -0.28
C -0.25752 2.14142 0.63519 -0.15
C 1.08582 1.74650 0.82581 -0.10
C 2.13028 2.51364 0.32088 -0.23
C 1.86645 3.71365 -0.35000 -0.18
C 0.53771 4.12397 -0.54086 -0.22
C -0.50877 3.34191 -0.06951 -0.16
H -2.28438 1.32899 0.54375 0.24
H 1.29546 0.81026 1.34658 0.22
H 3.15904 2.17205 0.45040 0.23
H 2.69274 4.31888 -0.73563 0.22
H 0.32455 5.05942 -1.06355 0.22
H -1.55026 3.64122 -0.21174 0.21
C 3.64280 0.58619 -2.77346 -0.21
C 2.41523 1.14807 -3.14742 -0.22
C 1.22422 0.63131 -2.64138 -0.20
C 1.22734 -0.45226 -1.74491 -0.03
C -0.09501 -0.89986 -1.16629 0.42
C -0.13285 -1.96958 -0.24811 -0.29
N -1.30128 -2.48784 0.28243 -0.23
C -2.55908 -2.14398 -0.17430 0.00
C -3.68816 -2.67566 0.41833 -0.20
C -3.58392 -3.58407 1.46825 -0.18
C -2.30524 -3.92725 1.91858 -0.21
C -1.18586 -3.39029 1.32708 0.02
O -1.11329 -0.24119 -1.49464 -0.70
C 2.45786 -1.01976 -1.39084 -0.21
C 3.65583 -0.49995 -1.89302 -0.23
H 4.57518 0.99580 -3.16814 0.21
H 2.37507 1.99647 -3.83120 0.21
H 0.27464 1.08999 -2.92016 0.24
H 0.77359 -2.42194 0.15072 0.20
H -2.60711 -1.41024 -0.96559 0.28
H -4.64858 -2.33598 0.03619 0.23
H -4.46852 -3.99947 1.94595 0.23
H -2.14996 -4.61275 2.75060 0.24
H -0.16319 -3.59429 1.62938 0.22
H 2.47014 -1.86725 -0.70836 0.20
H 4.60343 -0.94728 -1.59083 0.21
```

---

Number 1: E_tot -270.544189 Eh. Number 2: E_tot -707.261292 Eh. Number 3: E_tot -2434.615590 Eh. Number 4: E_tot -436.707790 Eh. Number 5: E_tot -1126.085658 Eh.